i.
This record from OMol25 describes a cluster of 2 separate species, C6H11NS in total. The level of theory is wB97M-V/def2-TZVPD.

Computed properties:
HOMO energy: -0.3033 Eh

Geometry as XYZ:
```
19
Properties=species:S:1:pos:R:3:lowdin_charge:R:1
C 0.4621 0.1079 0.4699 -0.5054
C -2.8650 0.5196 -0.3363 -0.7842
C 0.1821 0.9670 1.6574 -0.0661
C -2.0568 1.2595 -0.9887 -0.0745
C 0.3340 -2.0057 -0.8480 -0.0886
C 0.3074 -1.2009 0.5116 -0.1131
N 1.0419 0.7438 -0.6093 0.0760
S -3.7707 -0.5155 0.3891 0.7368
H -0.8452 0.9905 2.1513 0.0956
H 0.4378 1.9619 1.3972 0.0450
H 0.8624 0.7319 2.5967 0.1157
H -1.0364 0.9094 -1.3680 0.0831
H -2.1500 2.2519 -1.1735 0.0301
H 1.8746 1.2108 -0.2558 0.1118
H 0.0782 -3.0665 -0.6827 0.0658
H -0.4725 -1.5383 -1.4013 0.0488
H 1.3327 -1.9180 -1.3875 0.0838
H -0.1009 -1.7298 1.3554 0.0948
H 1.1572 0.1827 -1.3954 0.0445
```

=====

ii.
This record from OMol25 describes a structure of composition C6H11NS. The level of theory is wB97M-V/def2-TZVPD.

Computed properties:
HOMO energy: -0.3187 Eh

Geometry as XYZ:
```
19
Properties=species:S:1:pos:R:3:lowdin_charge:R:1
C 1.4322 0.2235 1.5680 -0.1382
C 0.4116 -1.3187 -0.3837 -0.9012
C -0.7467 -0.3446 -0.2864 -0.4051
C -2.1612 -1.0710 -0.1264 -0.1122
C -0.7797 0.9492 -0.4118 -0.1944
C 0.4252 1.7530 -1.1437 -0.0649
H 0.6230 1.5622 1.0286 0.1727
H 0.9534 -0.5293 2.8253 0.1596
H 3.0544 0.4674 1.6545 0.1764
H 2.2123 -1.2648 0.5173 0.0330
H -3.0586 -0.4535 0.4041 0.0846
H -1.9503 -2.4539 0.4281 0.1723
H -2.5456 -1.4576 -1.3507 0.1346
H -1.7705 1.4059 -0.2646 0.1102
H 0.7293 2.4269 -0.1773 0.0735
H 1.1836 1.0258 -1.4144 0.0574
H -0.1133 2.3419 -1.9517 0.0894
N 1.3468 -0.8546 0.5490 -0.1667
S 0.7540 -2.4079 -1.4642 0.7189
```

=====

iii.
This record from OMol25 describes a structure of composition C6H11NS. The level of theory is wB97M-V/def2-TZVPD.

Computed properties:
HOMO energy: -0.3236 Eh

Geometry as XYZ:
```
19
Properties=species:S:1:pos:R:3:lowdin_charge:R:1
C 1.1693 0.2944 2.7380 -0.1591
C 0.6289 0.3848 1.3091 -0.2624
C 0.1787 -0.5690 0.5614 -0.2043
C -0.0335 -0.5766 -0.8573 -0.6716
C -0.4009 0.9150 -1.3413 -0.2700
C -1.5565 -0.8589 -1.3196 -0.1566
H 1.9117 -1.0044 2.9866 0.1775
H 0.1742 0.3785 3.4244 0.0874
H 2.0716 1.3207 2.8807 0.1472
H 0.5391 1.4735 1.2170 0.0958
H 0.2323 -1.5824 0.9175 0.1127
H 2.2073 -0.4363 -1.8586 -0.1065
H -0.6097 1.3442 -0.2986 0.0980
H 0.3749 1.5690 -1.9034 0.1327
H -2.4776 1.0236 -1.9808 0.1452
H -1.7354 -1.6673 -1.9737 0.0603
H -2.3840 -1.0417 -0.4563 0.1513
N -1.5315 0.4828 -2.0547 -0.0775
S 1.2411 -1.4499 -1.9905 0.6999
```

=====

Energies in kcal/mol, measured from the most stable structure: i 0.0; ii 186.3; iii 71.5.

=====

i.
This record from OMol25 describes an isolated molecule of C2H3FO2S. The level of theory is wB97M-V/def2-TZVPD.

Computed properties:
HOMO energy (spin up / spin down): -0.3931 / -0.3623 Eh

Geometry as XYZ:
```
9
Properties=species:S:1:pos:R:3:lowdin_charge:R:1
C -0.0800 -0.1985 1.0324 -0.0036
C 1.3400 -0.8710 -1.4697 -0.1094
O 2.1835 0.6846 0.3430 -0.3083
O 2.0663 -1.6511 1.1088 -0.3099
F 0.3571 -1.5535 -1.8929 0.0606
S 1.5401 -0.5195 0.4416 0.5161
H -0.4541 0.6540 0.4619 0.0448
H -0.7828 -1.0007 0.9209 0.0373
H 1.4818 0.1023 -1.8906 0.0723
```

=====

ii.
This record from OMol25 describes an isolated molecule of C2H3FO2S. The level of theory is wB97M-V/def2-TZVPD.

Computed properties:
HOMO energy: -0.4125 Eh

Geometry as XYZ:
```
9
Properties=species:S:1:pos:R:3:lowdin_charge:R:1
C 1.3993 0.3806 -0.0856 0.0475
C 0.5143 -0.6319 -0.1410 -0.2052
O -1.1386 1.6766 0.0869 -0.3814
O -1.8743 -0.5421 -1.1849 -0.2689
F -1.5824 -0.7321 1.2330 -0.1971
S -1.1028 0.0115 -0.1298 0.8150
H 2.4573 0.1932 0.1985 0.1003
H 0.8500 1.2808 0.0604 0.0324
H 0.4772 -1.6365 -0.0374 0.0575
```

=====

Energies in kcal/mol, measured from the most stable structure: i 61.1; ii 0.0.